Computed, not measured: a molecular structure, C38H38ClN2P2SZr, with the ωB97M-V functional and the def2-TZVPD basis.

Element x y z (Å)
Zr (0.62, -0.55, 0.44)
C (-0.38, 3.05, -1.00)
C (0.32, 1.99, -1.88)
P (-0.52, 0.36, -1.81)
C (0.57, -0.93, -2.49)
C (0.03, -1.97, -3.24)
C (0.74, -3.14, -3.43)
C (1.98, -3.33, -2.82)
C (2.53, -2.31, -2.06)
C (1.83, -1.11, -1.88)
C (-2.04, 0.40, -2.74)
C (-3.28, 0.30, -2.13)
C (-4.43, 0.38, -2.90)
C (-4.34, 0.56, -4.27)
C (-3.09, 0.66, -4.89)
C (-1.94, 0.59, -4.13)
C (-0.39, 2.77, 0.51)
P (-1.76, 1.62, 1.04)
C (-2.67, 2.60, 2.28)
C (-3.39, 3.67, 1.77)
C (-4.12, 4.48, 2.63)
C (-4.15, 4.20, 3.99)
C (-3.45, 3.12, 4.49)
C (-2.70, 2.32, 3.64)
C (-0.98, 0.33, 2.14)
C (-1.76, -0.83, 2.31)
C (-1.47, -1.76, 3.30)
C (-0.37, -1.57, 4.13)
C (0.44, -0.44, 3.97)
C (0.13, 0.51, 3.00)
H (-1.41, 3.18, -1.36)
H (0.12, 4.00, -1.18)
H (1.36, 1.87, -1.58)
H (0.32, 2.32, -2.92)
H (-0.95, -1.86, -3.69)
H (0.32, -3.92, -4.04)
H (2.52, -4.25, -2.96)
H (3.51, -2.44, -1.62)
H (2.36, -0.27, -1.45)
H (-3.35, 0.17, -1.06)
H (-5.40, 0.30, -2.43)
H (-5.23, 0.62, -4.87)
H (-3.02, 0.81, -5.96)
H (-0.97, 0.66, -4.61)
H (-0.58, 3.70, 1.04)
H (0.60, 2.44, 0.86)
H (-3.40, 3.88, 0.71)
H (-4.68, 5.32, 2.23)
H (-4.73, 4.83, 4.66)
H (-3.48, 2.90, 5.55)
H (-2.16, 1.48, 4.06)
H (-2.63, -0.96, 1.68)
H (-2.10, -2.63, 3.43)
H (-0.14, -2.29, 4.90)
H (1.29, -0.29, 4.62)
H (0.71, 1.42, 2.94)
C (3.35, 3.62, -0.25)
N (4.12, 2.42, -0.62)
C (5.23, 2.41, -1.44)
C (5.71, 1.15, -1.46)
N (4.88, 0.41, -0.64)
C (3.92, 1.19, -0.13)
S (2.76, 0.76, 1.09)
H (3.74, 4.46, -0.82)
H (3.47, 3.82, 0.81)
H (2.30, 3.47, -0.49)
H (5.58, 3.31, -1.93)
H (6.56, 0.73, -1.96)
H (5.04, -0.54, -0.37)
Cl (-0.89, -2.60, -0.17)
C (0.00, -4.03, 0.42)
C (-0.55, -5.28, 0.24)
C (0.18, -6.36, 0.70)
C (1.41, -6.15, 1.32)
C (1.92, -4.87, 1.48)
C (1.20, -3.76, 1.03)
C (1.69, -2.35, 1.18)
H (-1.51, -5.41, -0.25)
H (-0.20, -7.36, 0.58)
H (1.98, -7.00, 1.67)
H (2.87, -4.72, 1.96)
H (2.72, -2.26, 0.85)
H (1.72, -2.06, 2.25)

Computed properties:
ΔE to the lowest compared entry with this formula, charge and spin   0.825 eV
Charge   +3
Total energy   -3167.60628 Eh
Multiplicity   1
E_HOMO   -0.5726 Ha

Löwdin population analysis, charges in e, atoms 1 to 6:
1. Zr 1.2664
2. C -0.2888
3. C -0.3047
4. P 0.9547
5. C -0.4083
6. C -0.0858



Computed, not measured: a molecular structure, C38H38MnN6O4PS, with the ωB97M-V functional and the def2-TZVPD basis.

Element x y z (Å)
Mn (-0.17, -1.00, -0.55)
O (-1.12, 4.42, -1.03)
C (-1.81, 3.93, -2.07)
C (-2.44, 4.83, -2.92)
C (-3.13, 4.39, -4.03)
C (-3.21, 3.02, -4.31)
C (-2.60, 2.13, -3.46)
C (-1.90, 2.55, -2.33)
C (-1.29, 1.51, -1.46)
O (-1.54, 0.31, -1.68)
N (-0.54, 2.00, -0.46)
N (-0.03, 1.04, 0.36)
C (0.69, 1.47, 1.33)
C (1.22, 0.59, 2.38)
C (2.32, 1.02, 3.13)
C (2.82, 0.19, 4.12)
C (2.21, -1.03, 4.34)
C (1.11, -1.37, 3.56)
N (0.62, -0.58, 2.61)
H (-0.66, 3.64, -0.61)
H (-2.36, 5.89, -2.70)
H (-3.61, 5.10, -4.69)
H (-3.74, 2.67, -5.19)
H (-2.63, 1.06, -3.65)
H (0.91, 2.53, 1.40)
H (2.76, 1.98, 2.92)
H (3.67, 0.50, 4.71)
H (2.56, -1.71, 5.10)
H (0.60, -2.31, 3.71)
O (-0.13, -4.43, -2.88)
C (-0.11, -3.21, -2.75)
O (-0.45, -2.61, -1.67)
C (0.31, -2.33, -3.91)
C (-0.04, -2.82, -5.17)
C (0.20, -2.11, -6.33)
C (0.83, -0.88, -6.24)
C (1.21, -0.39, -5.00)
C (0.98, -1.08, -3.80)
S (1.64, -0.33, -2.35)
H (-0.52, -3.79, -5.20)
H (-0.10, -2.51, -7.29)
H (1.03, -0.29, -7.13)
H (1.71, 0.57, -4.93)
C (-3.72, -2.59, -1.11)
C (-3.80, -1.65, 0.10)
P (-2.23, -1.59, 1.06)
C (-2.23, -3.20, 1.95)
C (-3.29, -3.44, 3.02)
C (-2.59, -0.31, 2.34)
C (-4.04, -0.08, 2.77)
H (-4.64, -2.53, -1.69)
H (-3.57, -3.63, -0.81)
H (-2.88, -2.32, -1.76)
H (-4.63, -1.93, 0.75)
H (-3.98, -0.63, -0.25)
H (-1.23, -3.30, 2.39)
H (-2.29, -3.96, 1.17)
H (-3.21, -2.73, 3.84)
H (-3.20, -4.45, 3.44)
H (-4.30, -3.36, 2.60)
H (-2.17, 0.61, 1.95)
H (-1.97, -0.57, 3.21)
H (-4.66, 0.20, 1.92)
H (-4.09, 0.75, 3.48)
H (-4.48, -0.95, 3.24)
N (5.73, -4.17, 2.74)
C (6.36, -5.18, 3.44)
C (7.62, -5.28, 4.03)
C (7.91, -6.46, 4.67)
C (6.98, -7.52, 4.73)
C (5.74, -7.41, 4.14)
C (5.42, -6.22, 3.49)
N (4.26, -5.85, 2.83)
C (4.49, -4.64, 2.40)
C (3.53, -3.82, 1.64)
C (2.28, -4.34, 1.32)
C (1.38, -3.53, 0.64)
N (1.66, -2.27, 0.30)
C (2.87, -1.79, 0.56)
C (3.83, -2.52, 1.23)
H (6.11, -3.27, 2.50)
H (8.34, -4.47, 3.98)
H (8.88, -6.59, 5.14)
H (7.26, -8.43, 5.24)
H (5.02, -8.21, 4.18)
H (2.03, -5.35, 1.59)
H (0.41, -3.90, 0.33)
H (3.06, -0.79, 0.20)
H (4.79, -2.06, 1.41)

Computed properties:
ΔE to the lowest compared entry with this formula, charge and spin   0.517 eV
⟨S²⟩   8.75
Charge   -1
Total energy   -3991.11853 Eh
Multiplicity   6
E_HOMO (alpha / beta)   -0.1329 / -0.1378 Ha

Löwdin population analysis, charges in e, atoms 1 to 6:
1. Mn 0.5810
2. O 0.0285
3. C -0.2784
4. C -0.0316
5. C -0.1035
6. C -0.1019



Max |F|? In order: 0.8; 1.0 eV/A.